{
  "formula": "C45H70ClN2O2P4PtSi",
  "method": "ωB97M-V/def2-TZVPD",
  "homo_lumo_gap_ev": [5.45, 3.87],
  "e_homo_ev": [-14.48, -13.88],
  "total_charge": 3,
  "species": ["H", "C", "H", "C", "H", "C", "H", "H", "H", "P", "H", "P", "C", "C", "Si", "N", "H", "C", "H", "H", "C", "Pt", "H", "H", "C", "H", "C", "C", "C", "H", "H", "H", "O", "H", "H", "C", "H", "H", "C", "H", "C", "H", "H", "H", "H", "H", "C", "H", "H", "H", "P", "C", "H", "H", "H", "H", "C", "H", "H", "H", "H", "C", "H", "C", "P", "C", "H", "H", "C", "C", "C", "C", "H", "H", "H", "Cl", "H", "C", "H", "C", "C", "O", "H", "H", "H", "H", "C", "H", "H", "C", "H", "C", "C", "H", "H", "C", "H", "H", "H", "H", "H", "H", "C", "C", "C", "N", "H", "C", "H", "C", "C", "C", "C", "H", "H", "C", "C", "C", "C", "H", "H", "H", "H", "H", "C", "H"],
  "coordinates": [[3.22164, -2.99263, -1.55424], [1.76674, 1.13867, 4.31846], [-1.43676, 5.33117, -4.33364], [4.34804, 3.99387, 0.39606], [-3.97786, 0.26477, -4.33174], [0.04514, 3.11167, -1.56254], [-1.66856, -2.11013, 2.12806], [4.84744, -0.22903, -3.99724], [-4.94366, 0.69327, -0.34324], [-0.24006, 0.28407, 2.49266], [-4.96776, -3.57013, 1.01926], [2.82734, -0.20283, -0.78504], [-0.16796, 2.87787, 1.48676], [-1.42466, -0.59443, 3.68836], [0.66844, 2.13327, -0.05734], [-4.49366, -1.55283, 1.54496], [5.08464, 0.92897, -2.69794], [2.99634, 3.69287, 0.43946], [1.40884, 0.96647, -3.02614], [-2.09686, -4.62413, -1.27884], [-1.13126, -0.58833, 5.18766], [-0.22886, -0.04943, -0.06064], [-2.73886, -5.14713, -2.80134], [-4.71416, 1.37747, -3.20654], [-4.74176, 1.62207, 0.19046], [-2.93276, 4.49637, -0.49524], [-1.28556, 2.94947, -1.94284], [1.52544, 0.23517, 3.11376], [-1.52966, -2.04513, 3.20566], [-2.86596, 3.72967, -3.17844], [4.72354, -0.35373, 1.52226], [-1.83546, 4.45467, 4.60106], [-2.45966, -1.35033, -0.09364], [-2.34316, -2.57253, 3.70136], [-2.98576, 3.60817, 1.03186], [-1.38606, 4.02147, 3.72046], [1.04194, -4.31593, -2.87534], [-4.13256, -1.92943, 2.43106], [4.91764, -1.24043, 0.92236], [0.15384, -1.90993, -0.11004], [0.84604, 4.02697, -2.22604], [-1.49616, -4.02663, -2.73654], [2.84034, -1.12193, -3.01174], [2.59164, 0.94347, -4.34354], [-1.10296, 5.89647, 2.72676], [2.28844, 4.45187, 0.73976], [-3.85736, 2.54417, -0.64514], [5.15804, -2.05583, 1.60206], [-4.45106, 4.34177, 0.37636], [1.46264, 2.16357, 4.12316], [-2.28436, 1.64077, -1.14794], [-4.67606, -2.63063, 0.55396], [0.22564, -2.21873, -1.97294], [-4.34046, -3.63083, -2.15644], [4.69414, 4.98957, 0.63296], [5.55314, 0.96347, -0.46734], [0.32674, 4.81287, -3.23884], [-3.29716, -0.32893, -2.05334], [0.82164, -3.80483, 1.39746], [2.82954, 1.14577, 4.54976], [1.51764, -6.14413, 1.69166], [1.47934, -6.02173, -1.69974], [-0.22426, -1.13533, 5.41906], [2.53994, 2.42527, 0.09776], [-2.97816, -2.75303, -0.26704], [3.22284, -0.17373, -2.61884], [6.30954, 3.23137, -0.02324], [-1.04476, 0.84407, -3.74884], [-1.01266, 4.70167, -3.56844], [-0.59726, 2.06717, 2.54516], [1.97664, -1.19363, 3.38716], [4.71194, -0.06543, -2.92954], [4.19924, -3.68823, -0.27324], [1.52124, -1.57963, 4.29336], [-1.04976, 0.41107, 5.60036], [2.09664, -8.17283, -0.19194], [-1.54936, 2.03687, 4.46886], [-1.51156, 0.02857, -3.19984], [-0.81276, -0.30793, -2.41734], [5.25384, 3.00577, 0.04346], [1.38194, -5.72773, 0.70466], [-2.19296, -3.91143, 0.22626], [1.24564, 0.78327, 5.20076], [1.71974, -1.84703, 2.55656], [-5.43626, -2.34233, -0.16884], [4.94044, -2.61133, -1.43864], [0.82674, -3.86073, -0.76334], [2.88134, 1.93737, -2.92234], [3.05324, -1.22323, 3.52866], [-0.37086, 4.25047, 1.56366], [-5.34356, -1.00503, 1.71806], [1.10044, -4.71983, -1.87374], [3.45494, 1.42437, -0.22884], [-3.71946, -0.96833, 1.10586], [1.88164, 4.12997, -1.94524], [-3.32316, -3.25293, -2.06284], [-4.37696, 2.79887, -1.57534], [2.92874, -1.98913, 0.76056], [-3.18496, -2.43733, -2.76884], [-4.25226, 1.41497, 1.14316], [-3.30916, 1.87327, -4.16834], [-1.94246, -1.08873, 5.71686], [1.61484, -6.54953, -0.40794], [-3.53066, 3.82327, 0.11416], [0.38854, -2.56983, -0.96694], [-2.36046, -4.34763, -2.28704], [-0.06976, 4.87857, 0.73656], [1.00854, -4.42363, 0.53376], [2.09714, 0.63597, 2.26386], [-0.96306, 4.82747, 2.67546], [4.03694, -2.79093, -0.86524], [-1.21886, 2.64887, 3.64696], [2.47214, 0.98827, -3.26324], [-0.61696, -2.58413, 3.44606], [-1.68256, -0.78213, -3.90534], [3.71344, -1.63783, 0.07836], [-2.80966, 0.51127, -2.55974], [4.82014, 1.71877, -0.23334], [-3.76066, 1.05587, -3.61604], [5.31084, -0.80283, -2.40234], [-2.37816, -0.07143, 3.51516], [1.69944, -6.64913, -2.54954], [0.95654, 5.51767, -3.75774], [-5.69266, 2.11197, 0.39396], [-1.82016, 3.78057, -2.92314], [5.79334, -1.06813, 0.30386]],
  "mulliken_charge": [0.34, -1.70, 0.50, -1.01, 0.49, 1.06, 0.52, 0.50, 0.20, 0.56, 0.50, 0.91, 0.73, 0.86, -1.34, 0.13, 0.39, -0.17, 0.04, 0.36, -1.64, 3.02, 0.41, 0.42, -1.19, 0.31, 0.01, 2.06, -2.01, 0.59, 0.44, 0.47, -1.02, 0.57, 0.16, -1.10, 0.62, 0.33, -1.88, -0.99, -0.35, 0.25, 0.76, 0.70, 0.46, 0.48, -0.01, 0.47, 0.53, 0.34, 0.00, -0.89, 0.44, 0.60, 0.49, 0.56, -1.09, -0.73, 0.20, 0.51, 0.49, -0.95, 0.29, 0.60, 1.79, 0.36, 0.47, 0.44, -1.12, 0.06, -1.40, -1.62, 0.47, 0.31, 0.36, -0.10, 0.35, -1.70, -0.08, -1.07, -0.94, -1.12, 0.32, 0.06, 0.45, 0.39, 0.90, 0.23, 0.51, -0.35, 0.47, -0.40, 0.21, -0.39, 0.55, -0.99, 0.74, -1.49, 0.25, 0.08, 0.37, 0.48, 0.13, -1.35, -0.25, -0.12, 0.47, -0.15, -1.14, -1.06, -1.68, -0.90, -1.46, 0.35, 0.71, 2.61, 1.72, -0.75, -1.89, 0.26, 0.57, 0.49, 0.50, 0.52, -0.38, 0.35]
}

{
  "formula": "C28H24NO4PdSb",
  "method": "ωB97M-V/def2-TZVPD",
  "multiplicity": 5,
  "homo_lumo_gap_ev": [7.14, 3.79],
  "e_homo_ev": [-13.60, -14.08],
  "e_above_lowest_ev": 0.124,
  "total_charge": 2,
  "species": ["H", "H", "H", "H", "C", "C", "O", "H", "H", "H", "H", "C", "C", "C", "C", "O", "C", "C", "C", "H", "Pd", "H", "C", "Sb", "C", "H", "H", "C", "C", "C", "C", "H", "H", "H", "C", "O", "O", "C", "C", "H", "C", "H", "N", "H", "H", "C", "C", "H", "C", "C", "H", "C", "C", "H", "C", "H", "C", "C", "H"],
  "coordinates": [[0.13451, 2.26015, 2.65648], [2.36679, -4.68779, 4.32074], [1.14945, -4.85113, 1.73897], [3.41688, -3.40944, 4.89491], [0.59744, -3.93327, 1.52846], [1.67206, 3.47750, 3.52873], [0.01100, -0.12897, 0.82370], [1.17623, 4.40786, 3.28866], [0.16974, -3.57290, 2.46273], [4.16831, -0.55099, -0.73464], [-3.51152, 1.68324, 0.06514], [-1.21290, 0.25808, 1.01520], [2.93970, 1.04536, 4.19112], [3.60480, -0.23051, 4.62338], [-3.20409, 0.85170, -0.55371], [-0.56986, -2.74067, -2.43821], [-0.49773, -1.48267, 5.65931], [-0.74913, -2.09075, 6.87696], [2.08818, -3.22550, -0.37422], [4.46504, 2.27865, 5.02603], [0.32857, -1.80001, -0.69068], [1.87611, -4.17633, -0.84842], [2.92238, -0.91044, 0.96950], [0.67255, -0.73208, 3.00788], [1.05058, -3.62631, 6.44650], [3.63853, -0.96504, 3.81445], [2.51714, -3.18458, 3.39725], [3.51389, 2.27636, 4.50800], [0.03537, -3.16835, 7.26600], [1.72494, 1.08516, 3.50450], [-2.09606, 0.09520, -0.20640], [3.39875, -2.58288, -1.94570], [-1.10923, -0.64480, 5.34335], [-4.02890, -0.87244, -3.37434], [-1.73205, -2.50019, -2.80151], [-2.50035, -3.03019, -3.59722], [-1.65395, 0.64516, 2.08108], [-2.37988, -1.25222, -2.04750], [-3.49764, -0.57123, -2.48284], [3.35324, 4.40785, 4.47784], [3.43640, -1.20580, -0.27985], [-0.15042, -3.65229, 8.21551], [-1.71031, -0.93045, -0.96458], [-1.55843, -1.73238, 7.49791], [1.66619, -4.46168, 6.75980], [2.88960, 3.47292, 4.19258], [1.94759, -1.72444, 1.54446], [-0.21896, -4.19793, 0.85462], [-3.89620, 0.51683, -1.70978], [1.08262, 2.27120, 3.17883], [-4.76099, 1.09486, -2.00823], [0.54013, -1.94860, 4.85647], [1.52529, -2.92403, 0.89763], [3.22680, 0.00412, 1.46543], [2.46429, -3.60435, 4.39898], [3.06185, -0.67319, 5.46157], [1.32977, -3.04064, 5.20670], [2.99115, -2.34766, -0.97104], [4.62448, -0.04121, 4.95163]],
  "mulliken_spin": [0.01, 0.00, 0.01, 0.00, 0.03, 0.00, 0.11, 0.00, 0.00, 0.00, 0.00, 0.01, -0.02, 0.03, 0.00, 0.09, -0.03, 0.00, 0.02, 0.00, 1.22, 0.01, 0.00, 0.43, 0.01, -0.01, 0.00, 0.01, 0.01, 0.13, 0.04, 0.00, 0.00, 0.00, 0.06, 0.81, 0.07, 0.09, 0.00, 0.00, 0.15, 0.00, 0.08, 0.00, 0.00, 0.00, 0.28, 0.01, 0.00, -0.03, 0.00, 0.21, 0.01, 0.00, 0.02, 0.00, 0.04, 0.09, 0.00]
}

{
  "formula": "C5H9BN2",
  "method": "ωB97M-V/def2-TZVPD",
  "homo_lumo_gap_ev": [8.28, 8.09],
  "e_homo_ev": [-7.93, -7.69],
  "e_above_lowest_ev": 3.482,
  "total_charge": 0,
  "species": ["C", "H", "N", "N", "H", "C", "H", "H", "H", "C", "H", "H", "B", "H", "C", "H", "C"],
  "coordinates": [[2.65528, -1.12062, 0.10134], [-1.60957, -1.90990, 1.02277], [2.98923, 0.12461, -0.26425], [0.76686, 0.11325, 0.14086], [-0.90334, 2.43267, 0.52553], [1.94675, 0.87826, -0.26285], [0.74531, -2.03404, 0.72173], [3.37045, -1.83803, 0.00373], [-0.92880, 2.49021, -1.25685], [-2.40020, -1.47890, 0.43282], [-3.12325, -0.78488, 0.72285], [1.94988, 1.92051, -0.50223], [-0.61512, 0.53032, -0.08445], [-2.23653, 1.68479, -0.47958], [1.28175, -1.21621, 0.21670], [-2.62595, -1.77423, -0.61914], [-1.26272, 1.98219, -0.41897]],
  "mulliken_charge": [-0.43, 0.31, -0.57, 0.01, 0.30, -0.04, 0.20, 0.46, 0.36, -1.01, 0.31, 0.40, 0.28, 0.21, -0.22, 0.28, -0.84]
}

{
  "formula": "C30H35N7W",
  "method": "ωB97M-V/def2-TZVPD",
  "multiplicity": 3,
  "homo_lumo_gap_ev": [6.72, 6.79],
  "e_homo_ev": [-19.05, -19.24],
  "e_above_lowest_ev": 0.000,
  "total_charge": 4,
  "species": ["H", "C", "C", "C", "N", "C", "H", "C", "H", "C", "H", "H", "H", "H", "H", "C", "H", "C", "C", "H", "C", "C", "W", "C", "H", "H", "H", "C", "N", "H", "C", "H", "H", "C", "H", "H", "H", "H", "C", "C", "H", "H", "H", "H", "C", "H", "H", "C", "N", "C", "C", "N", "H", "C", "C", "N", "H", "H", "H", "H", "C", "C", "H", "C", "H", "N", "H", "C", "C", "C", "C", "N", "H"],
  "coordinates": [[-1.29912, 1.92874, 0.70982], [-4.33024, -2.01846, 2.75180], [-3.40705, -2.88636, 3.21924], [0.46840, -2.72964, 1.66084], [-1.08268, -1.61189, -1.58478], [0.17953, -3.71803, 2.59882], [-3.21849, -1.55084, -1.48210], [2.80245, -0.20251, 3.36031], [3.39943, -2.23552, -0.96566], [2.11536, 0.13780, 1.08071], [-3.17835, -3.39751, -3.40367], [0.13028, 1.86040, 1.40915], [1.77646, 0.84116, 0.30796], [2.48857, 2.39909, -3.17142], [0.50453, 0.23064, -2.87124], [-2.31642, -2.94005, -2.94560], [-5.35105, -2.04733, 3.11036], [3.67647, -1.19610, 2.92733], [-4.90462, -0.15385, 1.19464], [1.41802, 1.30318, 2.78999], [-0.22268, -2.37865, -2.39111], [0.41964, 2.25535, -2.49229], [-0.14366, -0.31531, -0.28228], [-2.34340, -1.98065, -1.94281], [2.75056, 0.05619, 4.40925], [4.30148, -1.70789, 3.64846], [-5.93725, -0.16985, 1.52301], [2.96701, -0.89016, 0.65328], [-0.30721, 1.85978, 0.48626], [1.45010, -2.67578, 1.21942], [-3.97772, -1.04827, 1.75687], [4.42764, -2.33572, 1.26522], [0.22038, 2.49265, -3.53824], [-0.97796, -3.20389, -3.22859], [-0.58894, -3.91664, -3.94029], [1.56951, 5.16630, -2.37038], [-0.98389, 0.77065, -2.65916], [-1.32589, -4.54372, 3.87912], [-3.16187, 0.72240, -0.17776], [-2.65379, -0.98640, 1.29622], [-0.54687, 3.92619, 0.37626], [2.85123, 5.54691, -1.40908], [-5.18636, 1.41494, -0.24844], [0.95099, -4.42288, 2.87600], [-4.49362, 0.72720, 0.21661], [3.39966, -0.54306, -1.42609], [1.57559, 4.59635, 0.37649], [-2.05709, -2.86117, 2.73163], [2.46749, 4.81967, -2.02355], [1.12745, -2.25102, -2.10956], [1.93779, 2.35504, -2.22948], [-0.04256, 0.84843, -2.26848], [-0.33828, 4.21561, -1.99995], [0.04016, 3.18738, -0.16939], [-1.68376, -1.90373, 1.78619], [-0.42170, -1.82041, 1.26124], [-1.46626, 2.95535, -1.70908], [3.09925, 4.76026, -2.83033], [2.01356, 2.97204, 0.74308], [3.41786, 3.29784, -1.00679], [3.75548, -1.54641, 1.58011], [2.38249, 3.47792, -1.29340], [2.27839, 1.43386, -1.74848], [-1.07740, -3.78471, 3.14698], [-3.67297, -3.62680, 3.96284], [-2.24412, -0.09437, 0.35139], [1.88046, -2.84361, -2.62219], [1.52694, 3.58030, -0.02169], [2.89733, -1.28323, -0.79360], [-0.40367, 3.19270, -1.62026], [2.03503, 0.48396, 2.43471], [1.47111, -1.38924, -1.16554], [-2.82716, 1.39540, -0.95885]],
  "mulliken_spin": [0.02, 0.00, 0.00, 0.04, -0.01, -0.01, 0.01, 0.00, 0.00, 0.10, 0.00, 0.01, -0.07, 0.00, 0.01, 0.02, 0.00, 0.00, 0.02, 0.00, 0.02, -0.02, 1.56, 0.04, 0.00, 0.00, 0.00, 0.02, 0.05, 0.01, -0.01, 0.00, 0.00, 0.03, 0.00, 0.00, 0.01, 0.00, 0.03, 0.06, 0.00, 0.00, 0.00, 0.00, -0.01, 0.00, 0.00, 0.00, 0.00, 0.01, 0.02, 0.03, 0.00, -0.03, 0.01, -0.02, 0.00, 0.00, 0.00, 0.00, 0.00, -0.01, -0.01, 0.02, 0.00, -0.01, -0.01, 0.02, 0.01, 0.02, -0.04, 0.04, -0.01]
}

{
  "formula": "C5H8N2",
  "method": "ωB97M-V/def2-TZVPD",
  "multiplicity": 3,
  "homo_lumo_gap_ev": [7.61, 7.64],
  "e_homo_ev": [-17.14, -21.33],
  "e_above_lowest_ev": 2.265,
  "total_charge": 2,
  "species": ["C", "H", "H", "C", "H", "H", "H", "H", "N", "H", "H", "N", "C", "C", "C"],
  "coordinates": [[-0.03781, -0.07891, 2.31243], [-0.03360, 1.03679, -2.10081], [0.42537, -1.82993, 0.08454], [-0.07708, 0.25270, -1.34460], [0.07666, 0.54987, 3.18720], [0.52363, -3.11081, -1.44985], [-1.50739, 2.30817, 0.78577], [0.50102, -0.86479, -2.81026], [-0.26158, 0.62411, -0.15491], [0.11459, -1.07186, 2.52675], [0.10082, 2.65376, 0.14757], [0.30986, -0.99095, -1.82178], [-0.49483, 1.87845, 0.50446], [-0.16179, 0.61053, 1.19578], [0.52211, -1.96714, -1.06230]],
  "mulliken_spin": [0.54, 0.01, 0.05, 0.49, 0.02, 0.01, 0.01, 0.00, 0.14, 0.03, 0.01, -0.07, 0.01, 0.37, 0.37]
}